1.
ORCA calculation (ωB97M-V/def2-TZVPD) on an isolated molecule of C5H6O.

```
12
Properties=species:S:1:pos:R:3:lowdin_charge:R:1
C -1.41 0.68 -0.15 0.00
C -0.94 -1.15 -0.26 -0.12
C 0.47 -1.10 0.04 -0.10
C 1.58 -0.69 0.32 0.01
C 2.38 0.55 0.33 -0.28
O 1.88 1.61 0.66 0.03
H -1.54 0.98 0.92 0.06
H -0.90 1.61 -0.59 0.08
H -2.35 0.53 -0.66 0.01
H -1.08 -1.86 -1.15 0.11
H -1.52 -1.60 0.56 0.09
H 3.42 0.43 -0.01 0.11
```

Properties
2S+1: 1
HOMO energy: -9.6 eV
lowest unoccupied orbital energy: 0.34 eV
E: -7325.2232 eV
ΔE to the lowest compared entry with this formula, charge and spin: 93.66 kcal/mol

***

2.
ORCA calculation (ωB97M-V/def2-TZVPD) on an isolated molecule of C5H6O2.

```
13
Properties=species:S:1:pos:R:3:lowdin_charge:R:1
O 1.03 2.10 0.57 0.10
C 0.49 1.03 0.37 -0.40
C 1.38 -0.13 -0.07 -0.12
O 0.71 -1.12 -0.89 -0.18
C 0.22 -0.63 -2.00 0.09
C -1.54 -0.32 0.91 0.05
C -0.96 0.85 0.63 -0.09
H 1.75 -0.66 0.81 0.14
H 2.22 0.28 -0.62 0.13
H -0.23 -1.54 -2.46 0.03
H -0.99 -1.26 0.87 0.07
H -2.58 -0.37 1.20 0.07
H -1.51 1.78 0.68 0.11
```

Properties
2S+1: 1
HOMO energy: -9.0 eV
lowest unoccupied orbital energy: 0.10 eV
E: -9373.0238 eV
ΔE to the lowest compared entry with this formula, charge and spin: 93.90 kcal/mol

***

3.
ORCA calculation (ωB97M-V/def2-TZVPD) on an isolated molecule of C5H6O2.

```
13
Properties=species:S:1:pos:R:3:lowdin_charge:R:1
O -1.29 -1.68 -0.65 -0.01
C 0.06 -1.07 -0.46 -0.15
C 0.38 0.31 -1.26 0.03
C 0.67 1.29 -0.37 -0.04
C 0.36 0.90 1.00 -0.20
O -1.21 0.70 1.14 -0.03
C -0.15 -0.42 0.95 -0.18
H -1.78 -0.95 -0.66 -0.01
H 0.73 -1.84 -0.41 0.11
H 0.08 0.26 -2.37 0.13
H 1.35 2.09 -0.69 0.11
H 0.74 1.25 1.93 0.14
H 0.06 -0.85 1.84 0.11
```

Properties
2S+1: 1
HOMO energy: -9.5 eV
lowest unoccupied orbital energy: 0.50 eV
E: -9372.7000 eV
ΔE to the lowest compared entry with this formula, charge and spin: 101.37 kcal/mol

***

4.
ORCA calculation (ωB97M-V/def2-TZVPD) on a structure of composition C5H6O2.

```
13
Properties=species:S:1:pos:R:3:lowdin_charge:R:1
C -1.93 -0.05 -0.29 -0.04
C -0.57 0.01 0.42 -0.09
O 0.63 -1.38 0.81 0.01
C 1.81 -0.96 0.32 -0.56
O 2.82 -1.59 0.13 0.09
C 1.68 0.46 -0.11 0.02
C 0.43 0.90 -0.20 -0.06
H -2.37 -1.04 -0.20 0.08
H -2.65 0.64 0.19 0.10
H -1.89 0.23 -1.36 0.08
H -0.66 -0.01 1.49 0.13
H 2.55 1.02 -0.43 0.12
H 0.14 1.78 -0.77 0.12
```

Properties
2S+1: 1
HOMO energy: -10.0 eV
lowest unoccupied orbital energy: -0.36 eV
E: -9375.1597 eV
ΔE to the lowest compared entry with this formula, charge and spin: 44.64 kcal/mol

***

5.
ORCA calculation (ωB97M-V/def2-TZVPD) on a structure of composition C5H6O2.

```
13
Properties=species:S:1:pos:R:3:lowdin_charge:R:1
C -2.01 -0.44 -0.25 -0.04
C -0.82 -0.11 0.62 -0.33
O 0.16 -1.25 0.45 0.05
C 1.32 -0.70 0.04 -0.51
O 2.35 -1.25 -0.20 0.13
C 0.86 0.69 0.02 0.02
C -0.21 1.29 0.28 0.08
H -2.37 -1.44 0.00 0.09
H -2.80 0.29 -0.09 0.09
H -1.72 -0.43 -1.30 0.10
H -1.06 -0.11 1.69 0.15
H 3.00 1.55 -0.42 0.09
H 2.57 1.73 -1.00 0.08
```

Properties
2S+1: 1
HOMO energy: -10.7 eV
lowest unoccupied orbital energy: -0.61 eV
E: -9371.6321 eV
ΔE to the lowest compared entry with this formula, charge and spin: 125.99 kcal/mol

***

6.
ORCA calculation (ωB97M-V/def2-TZVPD) on an isolated molecule of C5H6O2.

```
13
Properties=species:S:1:pos:R:3:lowdin_charge:R:1
C 0.74 -1.29 0.83 -0.02
C -0.31 -0.18 0.71 -0.34
C -1.08 -0.12 -0.59 0.00
C -0.65 0.91 -1.31 0.03
C 0.43 1.59 -0.53 -0.48
O 1.19 2.46 -0.87 0.12
O 0.45 1.04 0.71 0.03
H 1.51 -0.92 1.52 0.09
H 0.34 -2.23 1.23 0.08
H 1.23 -1.47 -0.13 0.09
H -0.98 -0.18 1.57 0.15
H -1.88 -0.81 -0.86 0.12
H -0.96 1.26 -2.28 0.12
```

Properties
2S+1: 1
HOMO energy: -10.4 eV
lowest unoccupied orbital energy: 0.59 eV
E: -9376.9352 eV
ΔE to the lowest compared entry with this formula, charge and spin: 3.70 kcal/mol

***

7.
ORCA calculation (ωB97M-V/def2-TZVPD) on a cluster of 2 separate species, C5H6O2 in total.

```
13
Properties=species:S:1:pos:R:3:lowdin_charge:R:1
C -0.22 -0.09 -1.52 -0.25
C -2.10 1.11 0.08 0.03
C 0.27 -0.33 -0.36 -0.38
C 1.00 0.82 0.38 -0.04
C 0.20 -1.60 0.51 -0.03
O -0.61 0.12 -2.60 0.16
O -2.37 2.18 -0.17 0.08
H 1.36 1.51 -0.36 0.07
H 1.74 0.29 0.94 0.06
H 0.20 1.42 0.93 0.08
H -0.05 -2.44 -0.15 0.09
H -0.51 -1.23 1.22 0.06
H 1.10 -1.75 1.11 0.07
```

Properties
2S+1: 1
HOMO energy: -8.5 eV
lowest unoccupied orbital energy: 0.95 eV
E: -9375.0940 eV
ΔE to the lowest compared entry with this formula, charge and spin: 46.16 kcal/mol

***

8.
ORCA calculation (ωB97M-V/def2-TZVPD) on a structure of composition C5H6O2.

```
13
Properties=species:S:1:pos:R:3:lowdin_charge:R:1
C 0.97 0.59 -0.39 -0.02
C 0.01 -0.38 0.35 -0.26
O -1.30 0.09 0.59 0.03
C -1.47 0.70 1.77 -0.32
O -0.61 0.86 2.60 0.09
C 0.31 -0.84 -0.96 -0.25
C 0.56 -1.26 -2.18 0.04
H 0.48 1.54 -0.62 0.12
H 1.08 0.00 -1.71 0.14
H 1.97 0.65 0.03 0.11
H 0.44 -0.88 1.22 0.16
H -2.51 1.03 1.87 0.15
H 0.06 -2.16 -2.56 0.03
```

Properties
2S+1: 1
HOMO energy: -8.4 eV
lowest unoccupied orbital energy: 0.86 eV
E: -9370.8459 eV
ΔE to the lowest compared entry with this formula, charge and spin: 144.12 kcal/mol

***

| no. | frontier orbital gap (eV) |
| --- | --- |
| 1 | 10.0 |
| 2 | 9.1 |
| 3 | 10.0 |
| 4 | 9.7 |
| 5 | 10.1 |
| 6 | 11.0 |
| 7 | 9.4 |
| 8 | 9.2 |